Record 1
Below is C5H8N2 in the gas phase at a distorted geometry, with properties calculated with the ωB97M-V functional and the def2-TZVPD basis.

Last column: natural (NBO) charge in e.
Atoms and positions in Å:
H1 -1.126 -1.576 -0.897  0.3638
H2 0.822 1.299 1.284  0.2093
H3 -2.382 -0.919 0.752  0.0833
C1 0.125 -0.116 -0.125  0.0252
N1 0.821 -2.215 1.326  -0.3083
H4 2.121 0.522 -0.466  0.2226
H5 0.944 1.101 -1.677  0.2279
H6 -0.897 1.039 1.578  0.2546
H7 -0.422 1.981 0.182  0.2383
C2 1.256 0.243 -1.077  -0.5937
C3 0.540 -1.278 0.719  0.2496
C4 -2.066 -0.061 0.115  0.0442
N2 -1.134 -0.560 -0.778  -0.6329
H8 1.532 -0.585 -1.732  0.2250
C5 -0.133 1.124 0.797  -0.6090

Properties
- multiplicity = 1
- HOMO level (spin up / spin down) (eV) = -8.40 / -8.40
- energy (eV) = -8290.2165
- energy relative to the best compared isomer or geometry (same formula, charge and spin) (kcal per mole) = 110.2



Record 2
Below is a molecular structure, C4H9HgMgO4 at a distorted geometry, with properties calculated with the ωB97M-V functional and the def2-TZVPD basis.

Last column: natural (NBO) charge in e.
Atoms and positions in Å:
C1 2.174 -1.338 1.175  0.2424
H1 1.273 2.201 -1.961  0.4800
O1 3.050 -0.973 0.202  -1.0348
H2 -1.675 -0.899 0.723  0.1635
H3 -3.104 1.072 -1.039  0.1781
H4 0.162 -2.194 -0.322  0.1813
O2 -1.203 0.851 -0.236  -0.6244
O3 0.870 -0.749 1.011  -0.6850
H5 -2.416 2.482 -0.177  0.1991
C2 -2.503 1.389 -0.171  -0.2487
C3 -1.166 -0.580 -0.211  -0.1270
C4 0.242 -1.090 -0.289  -0.5390
H6 -1.731 -0.970 -1.076  0.1840
Hg1 0.719 1.598 0.727  0.8406
O4 1.802 1.731 -1.269  -1.3555
Mg1 2.010 -0.172 -1.235  1.7199
H7 2.019 -2.441 1.216  0.1130
H8 2.491 -0.991 2.180  0.1334
H9 -3.016 1.072 0.753  0.1790

Properties
- multiplicity = 2
- HOMO level (spin up / spin down) (eV) = -7.62 / -7.93
- energy (eV) = -22101.5424
- energy relative to the best compared isomer or geometry (same formula, charge and spin) (kcal per mole) = 0.0



Record 3
Below is a molecular structure, C30H28N2O6PtS, with properties calculated with the ωB97M-V functional and the def2-TZVPD basis.

Last column: natural (NBO) charge in e.
Atoms and positions in Å:
O1 -0.951 -0.526 -1.009  -0.7575
C1 0.744 -3.028 -3.206  -0.1256
C2 -2.578 3.706 -1.891  -0.1463
H1 1.785 2.010 2.584  0.2435
O2 -0.414 4.139 0.891  -0.9425
C3 -0.674 -4.660 1.434  -0.2271
H2 1.291 -4.357 -4.792  0.2109
H3 2.194 1.994 0.849  0.2716
H4 -1.644 -1.391 -5.741  0.2110
C4 4.163 0.909 3.374  -0.4173
C5 1.475 -0.768 -1.174  0.7599
C6 -0.186 -2.929 -5.422  -0.2141
C7 0.674 -3.515 -4.501  -0.2284
H5 -2.128 -2.863 -1.043  0.2241
O3 -1.841 1.483 -2.543  -0.6630
C8 -1.932 2.363 -1.687  0.6737
H6 -0.897 -5.448 2.143  0.2111
C9 -0.624 -0.948 4.454  -0.1963
H7 1.354 -4.425 2.086  0.2009
C10 -0.900 -1.357 -3.733  -0.2164
H8 1.415 -3.483 -2.490  0.2238
C11 -3.033 5.770 -0.702  -0.2111
H9 3.414 0.884 4.161  0.2395
H10 4.832 0.058 3.475  0.2207
C12 1.689 -1.281 3.967  -0.2365
H11 2.543 -0.533 0.815  0.2746
H12 3.202 2.921 1.999  0.2141
C13 1.528 -0.679 2.719  -0.0420
C14 2.747 -0.517 1.869  -0.2577
H13 0.759 -1.909 5.797  0.2143
C15 -0.103 -2.619 -0.382  -0.0500
H14 4.156 0.847 1.318  0.4264
C16 -1.650 -4.223 0.544  -0.2089
N1 -1.437 2.264 -0.450  -0.9829
C17 -0.967 -1.855 -5.033  -0.2063
S1 -1.682 3.566 0.523  2.2985
C18 0.873 -3.070 0.493  -0.2295
C19 2.593 2.032 1.856  -0.4281
C20 0.089 -1.458 -1.370  0.1554
H15 -1.772 0.004 2.936  0.2211
C21 -3.725 5.467 -3.002  -0.1988
H16 3.502 -1.266 2.106  0.2076
H17 1.868 -2.659 0.449  0.2214
C22 -3.648 6.248 -1.854  -0.1922
O4 2.491 -1.397 -1.443  -0.6702
C23 -0.787 -0.361 3.209  -0.2344
H18 -1.523 -0.513 -3.487  0.2321
H19 4.726 1.838 3.429  0.2211
H20 -1.473 -1.039 5.120  0.2160
C24 0.623 -1.427 4.837  -0.2326
Pt1 -0.319 0.764 0.619  1.0764
C25 -0.040 -1.943 -2.811  -0.0723
C26 0.271 -0.223 2.294  -0.3660
H21 2.669 -1.659 4.250  0.1966
H22 -4.210 5.868 -3.882  0.2194
H23 -2.635 -4.673 0.556  0.2130
N2 3.464 0.833 2.067  -0.3371
O5 -2.578 3.244 1.596  -0.9278
C27 -1.366 -3.211 -0.356  -0.1848
H24 -0.245 -3.311 -6.434  0.2104
C28 -3.190 4.184 -3.031  -0.1620
H25 -4.075 7.244 -1.859  0.2202
C29 -2.502 4.498 -0.748  -0.2293
H26 -2.975 6.372 0.196  0.2336
H27 -3.245 3.563 -3.917  0.2362
C30 0.585 -4.086 1.402  -0.1590
H28 -1.241 0.099 -1.725  0.5342
O6 1.470 0.435 -0.701  -0.7794

Properties
- multiplicity = 3
- HOMO level (spin up / spin down) (eV) = -7.94 / -8.54
- energy (eV) = -60909.7214
- energy relative to the best compared isomer or geometry (same formula, charge and spin) (kcal per mole) = 10.0



Record 4
Below is a molecular structure, C31H55MoO5SSi at a distorted geometry, with properties calculated with the ωB97M-V functional and the def2-TZVPD basis.

Last column: Mulliken spin population.
Atoms and positions in Å:
H1 -2.923 -5.736 -2.313  0.0002
H2 -3.940 -2.520 -6.411  0.0002
S1 -0.290 2.278 -0.269  -0.0263
C1 -1.778 -0.475 0.849  -0.0887
C2 -3.173 -1.945 -4.349  0.0129
H3 -0.390 0.566 4.145  0.0004
H4 -0.370 7.219 2.704  0.0001
H5 2.824 6.095 -0.212  0.0000
H6 -3.723 -0.455 -0.306  0.0165
C3 3.021 3.424 -0.639  0.0017
H7 0.732 -8.187 -2.100  -0.0001
H8 1.446 1.019 -2.475  0.0086
C4 -2.794 -0.946 -0.055  0.0509
H9 3.351 6.142 1.483  -0.0001
H10 -1.747 -7.251 -0.707  0.0001
H11 3.324 1.170 3.849  0.0001
H12 0.781 -4.803 -0.277  0.0004
H13 1.129 -6.938 -3.326  0.0000
C5 -2.697 -4.076 -5.497  -0.0013
H14 0.046 1.441 5.634  0.0001
H15 0.840 6.112 2.031  0.0001
H16 2.071 -0.096 4.025  0.0000
O1 -0.783 -5.435 -2.706  0.0044
C6 2.990 4.141 0.702  0.0020
H17 0.172 -1.379 1.487  -0.0048
H18 -3.201 -5.022 -5.239  0.0003
C7 -1.323 -6.276 -0.816  0.0002
H19 1.899 -5.457 -1.577  0.0007
H20 -3.133 -2.990 -0.885  0.0129
C8 -1.102 5.200 2.397  -0.0009
C9 -2.478 -2.312 -0.352  0.0493
C10 3.903 3.423 1.683  0.0002
C11 0.973 -2.303 -1.926  -0.1407
H21 2.852 2.348 -0.521  -0.0004
H22 -4.610 -3.328 -4.965  0.0003
H23 -2.247 -4.353 -1.505  0.0043
C12 1.665 3.304 4.440  0.0005
H24 -1.738 0.480 1.356  0.0150
C13 3.437 5.589 0.540  -0.0001
H25 0.389 6.013 3.750  -0.0001
C14 0.315 -7.375 -2.686  0.0000
H26 -0.540 -7.698 -3.289  0.0001
C15 -2.206 5.390 3.438  -0.0004
H27 0.741 -1.212 -3.883  0.0157
C16 1.060 -5.665 -0.925  -0.0001
H28 1.964 0.232 0.040  0.0134
O2 1.138 1.894 2.461  0.0140
H29 -3.944 -1.755 -3.622  0.0063
H30 -2.839 -1.000 -4.779  0.0039
C17 0.010 6.188 2.737  -0.0002
O3 1.639 4.186 1.220  0.0036
C18 -0.062 1.532 4.545  -0.0004
H31 4.926 3.370 1.292  0.0002
C19 2.361 0.921 4.314  -0.0002
C20 1.274 1.927 3.927  0.0017
H32 2.251 3.811 -1.310  -0.0010
H33 2.515 0.928 5.403  0.0001
Si1 0.468 3.038 1.467  -0.0248
H34 -0.665 -3.549 0.041  -0.0239
Mo1 -0.659 -0.613 -1.239  2.1391
H35 0.806 -3.336 -2.176  0.0058
H36 -1.248 -5.811 0.179  0.0005
O4 -2.062 -2.537 -3.619  -0.0664
H37 1.404 -6.449 -0.232  -0.0001
H38 3.954 3.956 2.635  0.0000
C21 -2.007 -5.379 -1.821  -0.0060
H39 4.002 3.562 -1.111  0.0002
C22 -1.741 -3.755 -4.357  0.0220
C23 -0.744 -1.456 0.895  -0.0696
C24 1.571 -0.412 -0.733  -0.0843
C25 0.859 -1.190 -2.812  0.2701
H40 1.755 3.274 5.535  0.0000
H41 0.901 4.047 4.185  -0.0003
H42 -2.126 -4.296 -6.409  0.0010
C26 -3.705 -2.916 -5.421  0.0025
H43 -0.682 -3.739 -4.676  0.0021
C27 -1.194 -2.604 0.138  -0.0223
C28 -1.655 5.416 0.992  -0.0007
H44 -2.368 4.619 0.752  -0.0002
H45 3.562 2.400 1.860  -0.0004
H46 -1.820 5.291 4.460  -0.0001
C29 1.433 -1.836 -0.649  -0.0090
H47 -3.018 4.670 3.300  0.0000
H48 -2.162 6.386 0.918  -0.0001
H49 -1.940 -4.616 -3.722  -0.0007
H50 2.636 3.617 4.044  -0.0001
H51 -0.853 5.381 0.247  0.0002
C30 -0.072 -6.248 -1.740  0.0002
H52 -0.819 2.292 4.323  0.0000
H53 1.692 -2.445 0.243  0.0008
H54 4.481 5.639 0.211  0.0000
C31 1.260 0.015 -2.064  -0.1113
O5 -0.622 3.832 2.468  0.0000
H55 -2.635 6.399 3.352  0.0001

Properties
- multiplicity = 3
- HOMO level (spin up / spin down) (eV) = -10.86 / -10.92
- energy (eV) = -63838.7576
- energy relative to the best compared isomer or geometry (same formula, charge and spin) (kcal per mole) = 56.4
- charge = +1



Record 5
Below is 3 unconnected molecules or ions with the total composition C3H12N4O at a distorted geometry, with properties calculated with the ωB97M-V functional and the def2-TZVPD basis.

Last column: natural (NBO) charge in e.
Atoms and positions in Å:
N1 -1.025 0.230 0.859  -0.6847
H1 -0.263 0.841 1.173  0.3490
H2 -1.861 0.541 1.353  0.3463
H3 0.328 -1.833 -2.576  0.3512
N2 1.259 2.155 0.311  -0.8232
H4 1.020 0.350 -2.071  0.1743
H5 -0.528 0.461 -2.884  0.1692
H6 0.947 -0.823 2.370  0.1575
C1 -0.035 0.101 -1.972  -0.4707
O1 0.491 3.052 -1.737  -0.4928
N3 -0.820 -1.142 1.192  -0.4829
N4 -0.123 -1.353 -1.802  -0.8589
H7 -0.521 0.455 -0.957  0.2542
H8 2.132 2.314 0.770  0.4279
C2 -0.024 -1.343 2.392  -0.4253
C3 0.899 2.570 -0.765  0.8903
H9 -0.588 -0.991 3.257  0.1858
H10 -0.351 -1.545 0.381  0.3754
H11 0.161 -2.410 2.503  0.2024
H12 -1.099 -1.630 -1.796  0.3550

Properties
- multiplicity = 1
- HOMO level (eV) = -8.61
- energy (eV) = -11311.8256
- SMILES string = N=C=O.CNN.CN
- energy relative to the best compared isomer or geometry (same formula, charge and spin) (kcal per mole) = 59.6



Record 6
Below is a molecular structure, C35H54CsGe2N3O11P2S, with properties calculated with the ωB97M-V functional and the def2-TZVPD basis.

Last column: Löwdin charge in e.
Atoms and positions in Å:
C1 4.710 -1.270 2.559  -0.4013
C2 2.354 -2.349 1.670  -0.4085
H1 2.646 2.838 -3.349  0.0983
H2 4.867 -2.467 -2.142  0.0910
H3 -1.629 5.975 4.698  0.1077
H4 1.056 0.342 2.762  0.0466
H5 -4.854 2.126 -3.053  0.0889
C3 2.252 1.175 -2.015  -0.2215
H6 2.424 5.238 7.410  0.0936
C4 -2.313 -0.098 4.454  -0.1688
C5 2.005 1.128 4.528  -0.1829
C6 1.128 4.453 5.898  -0.0465
H7 5.995 -2.535 3.750  0.0647
H8 1.415 -1.851 1.443  -0.0230
O1 4.552 -2.160 0.088  -0.5404
Ge1 -1.884 2.015 2.491  0.8834
P1 -1.974 1.252 -3.321  0.2783
C7 2.341 -3.766 1.127  -0.1143
H9 1.710 3.550 5.766  0.0857
H10 3.025 4.268 3.133  0.0602
C8 1.495 4.119 1.586  -0.3486
H11 -2.568 -4.919 6.462  0.0736
Cs1 -0.401 -0.814 -0.617  1.0813
H12 -4.562 1.720 -4.741  0.0681
O2 -3.864 -1.943 -2.119  -0.3194
C9 3.108 -0.873 -2.674  -0.2620
Ge2 0.438 2.759 2.538  0.9133
H13 5.535 -0.591 2.332  0.0780
H14 -0.380 -3.747 6.539  0.0814
H15 0.830 4.776 1.021  0.0617
H16 -3.601 -1.601 -3.649  0.0911
H17 -5.611 0.396 -0.661  0.0573
H18 4.382 -0.962 -4.412  0.0892
H19 -1.475 2.552 -4.966  0.0644
H20 2.408 -2.333 2.760  0.0661
H21 -2.418 -0.761 -4.540  0.1177
H22 2.262 -3.778 0.041  0.0618
H23 3.244 -4.307 1.414  0.0636
H24 -4.021 -0.704 -5.091  0.1449
C10 -0.023 4.631 5.128  -0.2517
P2 -3.983 -0.508 -1.682  0.3063
C11 5.221 -2.634 2.986  -0.1444
H25 4.077 -0.793 3.310  0.0626
O3 -3.202 0.109 -0.587  -0.4239
H26 1.463 -4.260 1.548  0.0687
O4 -1.888 2.404 -2.390  -0.2985
H27 3.044 5.598 1.978  0.0591
C12 -0.940 -3.783 5.609  -0.1434
C13 -4.770 1.297 -3.756  -0.0984
C14 3.813 -0.330 -3.744  -0.0564
H28 2.488 1.280 2.410  0.0501
C15 -0.746 5.814 5.304  -0.0504
H29 1.140 1.242 5.188  0.0561
H30 -2.953 -3.882 2.306  0.0911
N1 -3.413 -0.752 -4.280  0.1316
H31 1.803 5.527 3.231  0.0500
C16 1.530 5.406 6.820  -0.0995
H32 4.109 1.519 -4.847  0.0844
C17 -0.341 6.776 6.219  -0.1068
H33 -2.943 2.275 0.225  0.0217
C18 -2.892 -4.479 4.371  -0.1416
H34 0.054 3.134 -1.639  0.0754
C19 -3.158 2.749 1.184  -0.3672
C20 -4.617 2.510 1.566  -0.1913
H35 -3.851 -4.987 4.338  0.0807
C21 1.429 1.927 -1.126  -0.5416
C22 -2.173 -4.443 5.571  -0.1474
H36 -1.588 -0.535 2.471  0.0013
H37 1.120 7.328 7.697  0.0864
C23 -2.295 0.150 2.947  -0.3512
H38 -2.528 -1.145 4.676  0.0529
C24 0.799 6.577 6.985  -0.1231
C25 -3.630 0.399 -3.304  -0.4735
H39 -5.724 0.767 -3.761  0.0712
O5 2.001 -2.984 -2.431  0.0948
H40 2.737 1.892 4.806  0.0506
H41 -4.822 1.439 1.653  0.0478
H42 2.089 3.579 0.853  0.0426
C26 3.032 -2.374 -2.521  -0.4858
H43 -4.873 2.968 2.526  0.0566
C27 -2.398 -3.869 3.237  -0.0606
H44 -5.303 2.918 0.816  0.0574
H45 -3.265 -0.091 2.504  0.0541
H46 -2.948 3.816 1.074  0.0567
S1 3.728 -1.317 1.028  0.9254
N2 -0.670 -2.560 2.140  -0.0017
H47 -3.060 0.523 4.958  0.0576
O6 -5.563 -0.223 -1.400  -0.1583
C28 1.608 1.239 3.059  -0.3483
C29 -1.733 3.175 4.089  -0.2363
C30 -1.137 -3.166 3.214  -0.5245
H48 -2.466 3.470 4.845  0.0541
C31 -0.440 -3.174 4.479  -0.0699
H49 0.510 -2.647 4.505  0.0838
C32 2.834 1.790 -3.166  -0.0356
H50 -1.345 0.136 4.907  0.0591
O7 -1.005 0.115 -3.341  -0.4368
O8 4.215 -3.033 -2.583  0.0717
H51 -0.916 7.688 6.330  0.0909
O9 -2.102 1.825 -4.870  -0.1838
C33 -0.466 3.627 4.138  -0.3553
C34 2.385 4.923 2.533  -0.1780
N3 2.419 -0.177 -1.792  0.0882
H52 2.451 0.154 4.754  0.0497
H53 5.645 -3.151 2.124  0.0647
H54 4.420 -3.251 3.394  0.0665
O10 1.028 3.170 -1.616  0.0069
C35 3.634 1.055 -3.990  -0.1107
O11 1.019 1.582 -0.002  -0.2076

Properties
- multiplicity = 1
- HOMO level (spin up / spin down) (eV) = -1.48 / -0.30
- energy (eV) = -207162.1497
- energy relative to the best compared isomer or geometry (same formula, charge and spin) (kcal per mole) = 63.6
- charge = -2